C3H6OSe | wB97M-V/def2-TZVPD

Positions of all 11 atoms, in Å:
C: -0.09141 1.16451 0.78494
C: -0.13852 1.19325 -0.72473
C: 0.73049 -0.96681 0.53078
O: 0.66604 0.10196 1.25032
Se: 0.21133 -0.70468 -1.23900
H: 0.31697 2.17646 1.05956
H: -1.06368 1.14235 1.40494
H: -1.14373 1.21005 -1.21667
H: 0.51632 1.72740 -1.38752
H: -0.14080 -3.29321 -0.52097
H: 0.13699 -3.75128 0.05836

Values from the calculation:
energy relative to the best compared isomer or geometry (same formula, charge and spin) = 72.9 kcal/mol
E = -70597.6541 eV
Kohn-Sham gap = 8.9 eV
HOMO energy = -8.395 eV
largest force on an atom = 4.3 eV Å⁻¹
LUMO energy = 0.55 eV


C7H14ClNO | wB97M-V/def2-TZVPD

Positions of all 24 atoms, in Å:
C: 1.72465 1.51572 -0.54585
C: 0.40503 2.17816 -0.14808
C: -0.00640 -0.01489 0.62546
C: 0.55071 -0.48052 1.95624
C: -1.83378 -0.07976 -1.11197
C: -0.75283 -2.22558 -0.37708
C: -1.19329 -0.83976 0.09028
N: 1.36583 0.17632 -0.68806
O: -0.25766 1.33539 0.73978
Cl: 2.66604 -0.80728 -0.27202
H: 2.03406 1.80002 -1.45616
H: 2.45366 1.60203 0.16790
H: 0.41507 3.21084 0.26728
H: -0.18822 2.47483 -1.15720
H: -0.10216 -1.19642 2.50489
H: 0.68132 0.43132 2.52460
H: 1.54869 -0.96611 1.73328
H: -1.29169 -0.23529 -1.97695
H: -1.80014 0.89474 -1.04527
H: -2.82651 -0.46604 -1.34108
H: -0.23947 -2.59761 0.52118
H: -0.00599 -2.24145 -1.24452
H: -1.56485 -2.75697 -0.74941
H: -1.78207 -0.71169 0.98278

Values from the calculation:
E = -23538.0565 eV
⟨S²⟩ = 2.01
Kohn-Sham gap (spin up / spin down) = 5.3 / 7.9 eV
multiplicity = 3
HOMO energy (spin up / spin down) = -4.385 / -9.887 eV
largest force on an atom = 6.3 eV Å⁻¹
LUMO energy (spin up / spin down) = 0.87 / -2.04 eV


C2H9N4 | wB97M-V/def2-TZVPD

Positions of all 15 atoms, in Å:
N: -1.83911 0.91239 1.39196
C: -0.61203 0.83145 0.78517
N: -0.51892 1.44559 -0.45674
N: 0.39516 0.15674 1.22440
H: -1.83360 0.67630 2.37302
H: -2.35530 1.76292 1.23670
H: -1.23601 2.12811 -0.63893
H: 0.39071 1.86606 -0.61189
H: 0.19050 -0.23892 2.13282
C: 1.48961 -2.14049 -1.46912
N: 1.09609 -1.01423 -1.05332
H: 2.16247 -2.74069 -0.86776
H: 1.18337 -2.49249 -2.44761
H: 0.40042 -0.47572 -1.57326
H: 1.08664 -0.67702 -0.02544

Values from the calculation:
energy relative to the best compared isomer or geometry (same formula, charge and spin) = 17.5 kcal/mol
E = -8174.0666 eV
Kohn-Sham gap = 9.3 eV
total charge = +1
HOMO energy = -13.758 eV
largest force on an atom = 1.0 eV Å⁻¹
LUMO energy = -4.46 eV


C45H90BNO37P5 | wB97M-V/def2-TZVPD

Positions of all 179 atoms, in Å:
O: -9.62782 -35.74825 16.85730
C: -9.84721 -34.58933 16.59861
O: -9.51619 -33.92370 15.52435
B: -9.99961 -32.50525 15.59874
O: -10.54339 -32.43015 16.93907
C: -10.56189 -33.57026 17.49518
O: -11.13434 -33.77500 18.58989
O: -10.98256 -32.30013 14.52811
C: -10.56966 -31.20350 13.77873
O: -11.14848 -30.60933 12.87666
C: -9.16967 -30.79626 14.36210
O: -8.91028 -31.53902 15.37696
O: -8.46230 -29.83230 14.02619
C: -12.14993 -28.12143 11.15381
C: -11.84760 -26.77904 10.69891
N: -11.69816 -25.67387 10.34419
H: -13.03700 -28.52828 10.66834
H: -12.38631 -28.18690 12.21586
H: -11.27516 -28.72103 10.90209
C: -15.21710 -37.10797 15.93747
C: -14.61532 -37.97182 14.89439
O: -13.29345 -38.18752 15.25995
P: -12.88976 -39.43906 16.23593
O: -13.77291 -40.62605 16.01715
O: -11.28753 -39.64340 15.98616
C: -10.63250 -40.72537 16.56086
C: -9.15781 -40.72483 16.25967
O: -12.91254 -38.81617 17.70301
C: -12.03738 -37.69604 17.94866
C: -12.16445 -37.28770 19.40967
H: -16.28883 -36.94607 15.82229
H: -15.13822 -37.61827 16.89740
H: -14.66634 -36.16746 15.92287
H: -15.18139 -38.90305 14.87246
H: -14.67878 -37.48481 13.92131
H: -10.92862 -40.79451 17.60759
H: -10.92656 -41.66599 16.09518
H: -8.68995 -41.60222 16.70620
H: -9.01927 -40.67302 15.17976
H: -8.63907 -39.80946 16.54445
H: -10.99939 -37.94896 17.73255
H: -12.22298 -36.81026 17.34116
H: -11.88030 -36.24824 19.57361
H: -13.21687 -37.47159 19.62578
H: -11.58430 -37.87139 20.12439
C: -4.64843 -36.11975 15.74068
C: -5.73909 -35.73206 16.75251
O: -5.18930 -35.58346 18.03964
P: -4.80394 -34.12326 18.59028
O: -4.28552 -33.21297 17.51307
O: -6.12466 -33.51484 19.31645
C: -7.25090 -33.06952 18.58125
C: -7.32186 -31.58959 18.75688
O: -3.81170 -34.34718 19.87685
C: -2.45980 -34.87415 19.69891
C: -2.28789 -35.99749 18.68025
H: -3.96555 -36.89466 16.08893
H: -5.19844 -36.55997 14.90894
H: -4.20296 -35.25443 15.24989
H: -6.22923 -34.80720 16.44841
H: -6.55958 -36.43997 16.86979
H: -7.29735 -33.23862 17.50545
H: -8.07053 -33.61052 19.05414
H: -8.32703 -31.26746 18.48492
H: -7.15195 -31.24604 19.77727
H: -6.48464 -31.06530 18.29615
H: -1.81600 -34.06416 19.35610
H: -1.97327 -35.15760 20.63221
H: -3.01152 -36.80936 18.75327
H: -2.33656 -35.66670 17.64280
H: -1.25697 -36.32669 18.81034
C: -12.44873 -29.16424 16.33030
C: -13.00059 -28.30094 15.19964
O: -14.33542 -28.08767 15.54435
P: -15.14043 -27.04721 14.55567
O: -14.39905 -25.80442 14.25034
O: -16.58194 -26.83260 15.29163
C: -16.53145 -26.15553 16.48184
C: -17.95306 -26.11332 17.01705
O: -15.42389 -27.98228 13.25055
C: -16.05459 -27.48542 12.03821
C: -17.07901 -26.38230 12.19361
H: -12.42638 -28.55297 17.23249
H: -12.99882 -30.04603 16.65885
H: -11.41046 -29.41984 16.11871
H: -12.45713 -27.36141 15.09950
H: -12.90693 -28.94049 14.32197
H: -15.91939 -26.70297 17.19863
H: -16.00978 -25.19881 16.50724
H: -18.52810 -26.94799 16.61612
H: -18.03758 -26.23250 18.09721
H: -18.39644 -25.20032 16.61962
H: -15.33436 -27.12925 11.30165
H: -16.54294 -28.31787 11.53159
H: -17.93176 -26.55574 12.84999
H: -16.56257 -25.48156 12.52536
H: -17.58153 -26.03489 11.29091
C: -10.64529 -33.83689 22.01724
C: -10.86534 -33.25165 23.39655
O: -11.46609 -32.02007 23.32070
P: -10.70466 -30.65941 22.89325
O: -9.24347 -30.70908 22.94102
O: -11.43822 -29.54090 23.86904
C: -11.16161 -28.19002 23.60199
C: -12.46973 -27.36650 23.83301
O: -11.31972 -30.44093 21.38580
C: -12.68620 -30.19943 21.11293
C: -13.36739 -31.52182 20.90937
H: -10.37065 -33.06623 21.29700
H: -9.84426 -34.57577 22.03983
H: -11.59021 -34.28908 21.71597
H: -11.35106 -34.06042 23.94252
H: -9.89888 -33.17817 23.89521
H: -10.36688 -27.89152 24.28566
H: -10.84771 -28.13352 22.55970
H: -12.75611 -27.67187 24.83940
H: -12.11062 -26.34775 23.97891
H: -13.25660 -27.44287 23.08261
H: -13.27958 -29.57604 21.78179
H: -12.67564 -29.61864 20.19061
H: -13.46938 -31.98511 21.89072
H: -14.36091 -31.47521 20.46346
H: -12.71890 -32.13922 20.28777
C: -19.00181 -30.05128 14.51745
C: -18.29503 -31.42137 14.50674
O: -17.27988 -31.47419 15.44384
P: -16.41872 -32.82480 15.62012
O: -17.16601 -34.12524 15.66021
O: -15.20097 -32.75143 14.51581
C: -14.50407 -31.55495 14.16203
C: -14.66858 -31.35312 12.67952
O: -15.63959 -32.36341 16.99597
C: -14.51848 -33.04999 17.45277
C: -14.92984 -34.25718 18.31680
H: -19.96393 -30.10040 14.00755
H: -19.01688 -29.63597 15.52512
H: -18.57026 -29.30806 13.84700
H: -19.04107 -32.21600 14.49642
H: -17.93578 -31.58064 13.49004
H: -14.85127 -30.68623 14.72138
H: -13.43159 -31.65397 14.32964
H: -15.69164 -31.42717 12.31080
H: -14.30266 -30.35947 12.42098
H: -13.97844 -32.01975 12.16240
H: -13.97621 -33.47734 16.60931
H: -13.83767 -32.36771 17.96178
H: -15.62896 -34.97774 17.89240
H: -14.08413 -34.90200 18.55571
H: -15.25369 -33.91709 19.30045
C: -6.03658 -32.60349 13.65784
C: -6.94070 -33.56881 12.86473
O: -5.93148 -34.16700 12.12777
C: -4.78259 -33.57765 12.16964
O: -3.77628 -33.95032 11.53986
O: -4.79046 -32.57843 13.03499
H: -5.85405 -32.87978 14.69632
H: -6.37432 -31.56782 13.62029
H: -7.62538 -32.99216 12.24280
H: -7.44126 -34.29196 13.50861
C: -8.55372 -29.05037 10.54126
C: -8.06692 -30.46345 10.77548
O: -6.66158 -30.28560 10.74624
C: -6.34908 -28.99270 10.85528
O: -5.18993 -28.56908 10.86154
O: -7.43626 -28.24322 10.86777
H: -9.32887 -28.75856 11.24985
H: -8.96337 -28.81605 9.55872
H: -8.48033 -31.09789 9.99146
H: -8.31544 -30.91390 11.73644
C: -10.56866 -36.31613 13.55695
C: -11.84394 -35.60210 13.30726
O: -12.21652 -36.18191 12.05478
C: -11.51734 -37.41752 11.92980
O: -11.72389 -38.17393 10.96926
O: -10.67210 -37.56402 12.89713
H: -10.52890 -36.40302 14.64276
H: -9.70894 -35.72400 13.24331
H: -11.63679 -34.53762 13.19737
H: -12.55620 -35.73395 14.12175

Values from the calculation:
energy relative to the best compared isomer or geometry (same formula, charge and spin) = 7.6 kcal/mol
E = -172511.9727 eV
Kohn-Sham gap = 9.8 eV
total charge = -1
HOMO energy = -8.659 eV
largest force on an atom = 5.7 eV Å⁻¹
LUMO energy = 1.18 eV